{"formula": "C36H68N2O13Si", "method": "ωB97M-V/def2-TZVPD", "species": ["C", "C", "O", "N", "C", "C", "C", "C", "C", "Si", "C", "C", "C", "N", "C", "C", "H", "H", "H", "H", "H", "H", "H", "H", "H", "H", "H", "H", "H", "H", "H", "H", "H", "H", "H", "H", "C", "C", "O", "C", "C", "O", "H", "H", "H", "H", "H", "H", "H", "H", "C", "C", "O", "C", "C", "O", "H", "H", "H", "H", "H", "H", "H", "H", "C", "C", "O", "C", "C", "O", "H", "H", "H", "H", "H", "H", "H", "H", "C", "C", "O", "C", "C", "O", "H", "H", "H", "H", "H", "H", "H", "H", "C", "C", "O", "C", "C", "O", "H", "H", "H", "H", "H", "H", "H", "H", "C", "C", "O", "C", "C", "O", "H", "H", "H", "H", "H", "H", "H", "H"], "positions_angstrom": [[-4.635, -0.322, 0.028], [-4.821, 1.317, -0.240], [-6.049, 1.799, 0.084], [-3.679, 2.152, -0.781], [-3.549, 3.485, -0.080], [-3.705, 2.275, -2.289], [-2.172, 2.674, -2.760], [-1.653, 1.912, -4.112], [-1.689, 0.277, -4.060], [-1.132, -0.515, -2.399], [0.301, 0.389, -1.490], [1.703, 0.939, -2.219], [2.785, 1.630, -1.217], [2.761, 1.863, 0.255], [1.521, 1.435, 0.963], [0.318, 0.717, 0.138], [-3.834, -0.559, 0.855], [-5.661, -0.786, 0.419], [-4.416, -0.854, -1.007], [-4.536, 3.902, 0.389], [-2.802, 3.311, 0.834], [-3.077, 4.343, -0.719], [-3.962, 1.208, -2.727], [-4.527, 3.032, -2.654], [-1.406, 2.617, -1.845], [-2.220, 3.836, -3.030], [-2.332, 2.264, -5.012], [-0.550, 2.265, -4.391], [-0.958, -0.131, -4.910], [-2.753, -0.189, -4.336], [-0.751, -1.896, -2.666], [-2.284, -0.530, -1.484], [1.865, 0.815, -3.390], [3.786, 1.994, -1.761], [1.447, 1.594, 2.139], [-0.643, 0.396, 0.760], [4.979, -2.104, 1.171], [3.880, -1.640, 0.236], [3.594, -2.640, -0.758], [2.710, -3.649, -0.593], [2.237, -3.973, 0.794], [2.367, -4.341, -1.551], [4.678, -2.992, 1.734], [5.239, -1.315, 1.882], [5.875, -2.376, 0.603], [2.973, -1.339, 0.769], [4.225, -0.753, -0.309], [2.931, -4.678, 1.258], [1.249, -4.438, 0.724], [2.114, -3.095, 1.426], [-0.321, -5.005, 4.740], [-0.506, -3.612, 5.308], [-0.213, -2.610, 4.317], [-1.113, -2.120, 3.437], [-2.395, -2.871, 3.226], [-0.849, -1.127, 2.761], [-1.016, -5.199, 3.919], [-0.481, -5.761, 5.515], [0.689, -5.122, 4.336], [-1.500, -3.463, 5.741], [0.210, -3.460, 6.123], [-2.248, -3.631, 2.454], [-3.160, -2.163, 2.889], [-2.785, -3.327, 4.134], [-2.676, 7.201, 3.647], [-2.359, 6.044, 2.722], [-2.489, 6.437, 1.343], [-1.500, 6.992, 0.611], [-0.303, 7.552, 1.324], [-1.616, 7.113, -0.607], [-1.971, 8.026, 3.514], [-2.640, 6.880, 4.692], [-3.673, 7.599, 3.435], [-1.376, 5.605, 2.918], [-3.090, 5.244, 2.885], [-0.500, 8.589, 1.605], [0.553, 7.523, 0.641], [-0.011, 6.974, 2.199], [3.082, 4.424, -6.752], [2.371, 3.846, -5.544], [3.312, 3.499, -4.512], [3.748, 4.351, -3.558], [3.526, 5.823, -3.752], [4.388, 3.935, -2.594], [3.597, 5.357, -6.506], [2.370, 4.624, -7.558], [3.843, 3.728, -7.118], [1.587, 4.506, -5.161], [1.874, 2.914, -5.835], [4.358, 6.243, -4.324], [3.492, 6.301, -2.768], [2.580, 6.058, -4.236], [-7.519, -3.627, 3.999], [-6.433, -4.667, 3.816], [-5.333, -4.426, 4.712], [-5.258, -4.903, 5.974], [-6.506, -5.428, 6.621], [-4.206, -4.831, 6.607], [-7.951, -3.669, 5.003], [-8.322, -3.775, 3.271], [-7.110, -2.619, 3.872], [-6.810, -5.690, 3.916], [-6.028, -4.587, 2.801], [-7.038, -4.605, 7.104], [-6.220, -6.163, 7.381], [-7.166, -5.950, 5.930], [5.608, -3.781, -3.616], [6.793, -2.984, -3.110], [7.356, -3.590, -1.932], [8.304, -4.552, -1.948], [8.563, -5.287, -3.231], [8.882, -4.876, -0.912], [5.903, -4.788, -3.923], [5.143, -3.281, -4.470], [4.859, -3.897, -2.826], [7.555, -2.829, -3.879], [6.451, -1.987, -2.810], [7.882, -6.139, -3.305], [9.594, -5.655, -3.218], [8.477, -4.658, -4.115]], "forces_ev_per_angstrom": [[-0.72, 0.17, -0.43], [-5.48, 1.10, 1.56], [7.66, -2.35, -1.89], [-2.23, -0.26, 0.42], [0.61, 0.90, 1.74], [0.68, -1.02, -0.46], [-0.13, 1.55, -0.35], [-0.25, 0.21, -0.44], [0.22, 0.07, -1.59], [0.16, 0.97, 0.00], [5.36, 3.33, 3.00], [-1.48, 0.07, 4.65], [-1.32, -0.95, -0.29], [-4.51, -2.36, -2.54], [-0.15, -1.12, -4.44], [1.38, 0.46, -1.14], [-1.24, 0.67, -1.97], [2.15, 1.48, -0.92], [-0.09, 1.11, 2.31], [1.62, -0.95, -1.14], [-1.54, 0.44, -1.91], [-0.93, -1.93, 0.88], [0.42, 2.11, 0.88], [1.66, -1.34, 0.63], [-1.79, -0.30, -2.04], [0.26, -2.43, 0.52], [1.32, -0.66, 1.78], [-2.33, -0.75, 0.84], [-1.57, 0.88, 1.72], [2.17, 1.16, 0.64], [0.20, -0.35, -0.07], [0.05, 0.04, 0.13], [-0.14, 0.40, 2.90], [-2.50, -0.78, 1.56], [0.21, -0.38, -2.93], [2.33, 0.71, -1.44], [0.10, -0.23, 0.04], [0.20, 0.15, 0.32], [-0.41, -0.24, -0.60], [-0.24, -0.95, -1.14], [-0.69, 0.16, 0.26], [0.85, 1.44, 1.36], [-0.02, 0.12, 0.03], [-0.06, -0.06, -0.11], [-0.11, 0.11, 0.03], [0.04, -0.12, -0.11], [-0.20, -0.31, -0.11], [-0.03, 0.13, -0.04], [0.32, -0.08, -0.11], [0.24, -0.02, 0.08], [-0.01, -0.10, -0.22], [-0.11, -0.31, 0.09], [0.09, 0.71, -0.16], [0.35, 1.03, -1.03], [-0.61, 0.24, 0.31], [-0.06, -1.61, 1.37], [-0.03, -0.01, 0.15], [0.00, 0.12, -0.08], [-0.09, 0.05, 0.15], [0.04, -0.04, -0.19], [-0.05, 0.22, -0.31], [0.01, 0.04, 0.12], [0.29, -0.13, -0.12], [0.09, -0.24, -0.08], [0.01, 0.25, -0.01], [-0.02, 0.12, 0.20], [-0.06, -0.32, -0.51], [-0.13, 0.45, -1.71], [0.67, -0.31, -0.03], [-0.18, -0.49, 2.27], [0.01, -0.12, 0.07], [-0.01, 0.02, -0.13], [0.11, -0.17, 0.04], [-0.04, 0.14, -0.10], [0.10, 0.15, -0.33], [0.00, -0.14, 0.02], [-0.32, 0.16, 0.03], [-0.14, 0.17, 0.13], [0.21, 0.12, -0.05], [0.04, 0.13, -0.18], [-0.05, -0.41, 0.46], [1.12, -0.35, 1.33], [-0.48, 0.37, 0.42], [-1.16, 0.44, -2.06], [-0.14, -0.03, -0.03], [0.07, -0.04, 0.10], [-0.19, 0.03, 0.05], [0.18, 0.00, 0.04], [0.22, 0.04, 0.28], [-0.12, -0.06, 0.01], [0.24, -0.18, -0.21], [0.13, 0.00, -0.22], [-0.08, 0.14, 0.18], [-0.26, 0.13, -0.06], [0.62, -0.18, 0.02], [1.31, 0.24, 1.12], [-0.09, -0.72, 0.14], [-1.66, 0.07, -1.59], [-0.02, -0.08, -0.12], [0.11, 0.01, 0.07], [-0.03, -0.18, -0.08], [0.06, 0.12, 0.13], [0.19, -0.01, 0.32], [0.03, -0.09, -0.11], [0.04, 0.36, -0.06], [-0.12, 0.24, -0.03], [-0.09, -0.25, 0.09], [-0.27, -0.09, -0.20], [0.44, 0.16, 0.44], [0.66, -0.65, 1.51], [0.63, 0.07, -0.41], [-1.27, 0.91, -1.73], [0.03, 0.12, -0.09], [0.05, -0.03, 0.11], [0.07, 0.16, -0.14], [0.01, -0.14, 0.12], [0.18, -0.24, 0.21], [0.04, 0.14, -0.03], [-0.31, -0.06, 0.19], [-0.27, -0.09, -0.01]], "e_lumo_ev": 0.06, "total_energy_ha": -2789.268012, "spin_multiplicity": 1, "total_charge": 0, "smiles": "CC(=O)N(C)CCCC[SiH2]c1ccncc1.CCOC(C)=O.CCOC(C)=O.CCOC(C)=O.CCOC(C)=O.CCOC(C)=O.CCOC(C)=O", "max_force_ev_per_a": 8.24}